# 1
ORCA calculation (ωB97M-V with the def2-TZVPD basis set) on an isolated ion of composition C3H10ClNOP and charge +1.

## Properties
Net charge = +1
SMILES = C[NH+](C)CP(O)Cl

Each line ends with the natural charge from an NBO analysis.
Cartesian coordinates (Å):
C -1.324 0.388 0.466  -0.409
C 1.013 0.234 1.045  -0.400
C 0.124 -1.079 -0.999  -0.453
N 0.037 0.149 -0.067  -0.388
O 1.678 1.002 -2.079  -1.075
P 1.956 -0.608 -2.176  1.092
Cl 1.176 -1.210 -3.950  -0.257
H -1.314 1.489 0.668  0.222
H -1.988 0.110 -0.345  0.237
H -1.432 -0.060 1.454  0.237
H 0.815 1.150 1.514  0.227
H 0.982 -0.575 1.683  0.233
H 2.008 0.238 0.615  0.228
H -0.707 -1.232 -1.711  0.248
H 0.296 -1.977 -0.460  0.226
H 0.204 0.984 -0.757  0.468
H 2.309 1.775 -2.241  0.563



# 2
ORCA calculation (ωB97M-V with the def2-TZVPD basis set) on C3H10CsO2 as an isolated structure.

## Properties
Net charge = +1

Each line ends with the natural charge from an NBO analysis.
Cartesian coordinates (Å):
Cs -2.751 -0.354 -1.453  0.992
C 1.987 0.439 -1.753  -0.630
C 0.814 0.564 -0.815  -0.068
O -0.208 1.366 -1.445  -0.744
H 1.696 -0.092 -2.660  0.214
H 2.780 -0.140 -1.281  0.231
H 2.381 1.416 -2.024  0.232
H 1.117 1.002 0.136  0.183
H 0.409 -0.446 -0.645  0.136
H -0.806 1.681 -0.761  0.450
C -1.014 -1.151 2.287  -0.256
O -2.185 -0.664 1.594  -0.752
H -1.116 -2.229 2.373  0.202
H -0.099 -0.925 1.740  0.167
H -0.961 -0.737 3.293  0.193
H -2.043 0.270 1.415  0.450



# 3
ORCA calculation (ωB97M-V with the def2-TZVPD basis set) on a 3-piece molecular cluster, C3H10IO3 overall.

## Properties
Net charge = -1

Each line ends with the natural charge from an NBO analysis.
Cartesian coordinates (Å):
I -1.658 -2.340 1.330  -0.927
C 1.364 -0.009 2.502  -0.243
O 1.060 -1.082 3.364  -0.765
H 1.713 0.823 3.126  0.149
H 2.210 -0.253 1.845  0.150
H 0.502 0.291 1.909  0.184
H 0.400 -1.638 2.924  0.497
C -0.197 -0.190 -2.030  -0.095
C -1.227 0.903 -1.890  -0.090
O -0.658 2.203 -1.791  -0.735
O 0.466 -0.456 -0.808  -0.771
H 0.534 0.090 -2.787  0.164
H -0.754 -1.086 -2.342  0.170
H -1.867 0.689 -1.027  0.180
H -1.876 0.892 -2.773  0.158
H 0.164 2.104 -1.298  0.469
H -0.174 -0.942 -0.254  0.503



In eV, the highest occupied orbital energy values for the records above are, in order, -13.363 -14.537 -4.272.